# 1
The following is a DFT calculation (ωB97M-V/def2-TZVPD) of a cluster of 2 separate species, C32H27Cl2F17IN2O3P in total at a distorted geometry.

XYZ file:
```
85
C32H27Cl2F17IN2O3P, DFT ωB97M-V/def2-TZVPD
C -2.605 5.720 -2.851
C -3.845 4.960 -2.190
C -3.627 4.629 -0.669
C -4.296 3.740 -3.073
C -3.455 2.444 -2.842
C -4.178 1.176 -2.595
N -3.640 -0.038 -2.388
C -2.265 0.070 -2.443
C -1.493 -1.197 -2.281
C -2.297 -2.529 -2.072
C -2.545 -2.782 -0.538
O -1.975 -2.156 0.289
I -3.928 -4.324 0.146
C -0.070 -1.264 -2.272
C 0.706 -2.572 -2.094
C 1.161 -3.237 -3.324
C 1.917 -4.471 -3.325
C 2.249 -5.091 -2.050
C 1.804 -4.441 -0.832
C 1.029 -3.194 -0.827
C 0.702 0.001 -2.440
C 2.275 -0.116 -2.369
C 2.812 -0.191 -0.864
C 2.642 1.116 -0.048
F 1.343 1.537 0.117
F 3.323 2.111 -0.752
C 3.344 1.084 1.378
F 3.343 2.366 1.858
F 4.673 0.765 1.124
C 2.762 -0.006 2.365
F 1.625 -0.628 1.888
F 3.709 -1.023 2.416
C 2.597 0.459 3.874
F 2.498 -0.696 4.615
F 3.791 1.028 4.268
C 1.427 1.498 4.121
F 0.785 1.810 2.941
F 2.062 2.686 4.463
C 0.453 1.202 5.311
F -0.163 2.404 5.619
F 1.128 0.866 6.467
C -0.680 0.144 5.106
F -1.453 0.185 6.259
F -0.251 -1.158 5.024
C -1.687 0.369 3.913
F -2.813 -0.366 4.210
F -1.196 -0.199 2.770
F -2.101 1.637 3.737
C 0.010 1.276 -2.640
P 1.107 2.774 -2.876
O 0.250 4.218 -2.800
O 1.926 2.607 -4.355
C -1.495 1.291 -2.644
N -2.110 2.515 -2.847
H -2.554 5.534 -3.955
H -1.689 5.362 -2.327
H -2.755 6.812 -2.643
H -4.690 5.707 -2.234
H -2.546 4.435 -0.435
H -3.896 5.561 -0.094
H -4.302 3.826 -0.281
H -5.367 3.463 -2.849
H -4.295 4.046 -4.154
H -5.297 1.231 -2.580
H -1.686 -3.338 -2.543
H -3.252 -2.430 -2.641
H 0.944 -2.772 -4.316
H 2.209 -4.901 -4.313
H 2.833 -6.034 -2.071
H 2.058 -4.868 0.180
H 0.713 -2.721 0.126
H 2.798 0.723 -2.883
H 2.623 -1.059 -2.865
H 3.898 -0.469 -0.955
H 2.307 -1.082 -0.415
H -0.008 4.427 -3.725
H 1.911 1.644 -4.535
Cl 2.260 -5.650 1.909
C 1.929 -4.727 3.401
C 1.861 -5.618 4.620
Cl 0.429 -6.676 4.600
H 1.001 -4.175 3.256
H 2.741 -4.007 3.513
H 1.791 -5.006 5.519
H 2.746 -6.248 4.705
```

The calculation puts the HOMO energy at -7.7 eV. The value obtained for the calculated total energy is -4827.907491 Ha. The SMILES is CC(C)Cc1cnc2c(CC(=O)I)c(-c3ccccc3)c(CCC(F)(F)C(F)(F)C(F)(F)C(F)(F)C(F)(F)C(F)(F)C(F)(F)C(F)(F)F)c(P(O)O)c2n1.ClCCCl.

# 2
The following is a DFT calculation (ωB97M-V/def2-TZVPD) of an isolated molecule of C2H6N4O at a distorted geometry.

XYZ file:
```
13
C2H6N4O, DFT ωB97M-V/def2-TZVPD
C -1.046 -0.405 -0.007
C 1.477 -0.459 0.018
H -1.927 1.241 0.398
H -0.308 1.273 0.970
H -2.962 -0.662 -0.127
H 0.206 -1.989 -0.127
H 0.790 1.353 -0.698
H 2.562 1.183 -0.481
N -0.997 0.969 0.290
N -2.054 -1.197 -0.203
N 0.225 -0.987 0.024
N 1.585 0.850 -0.309
O 2.448 -1.169 0.252
```

The calculation puts the HOMO energy at -9.6 eV. The value obtained for the calculated total energy is -374.110369 Ha. The SMILES is [H]/N=C(\N)NC(N)=O.

Question: The highest calculated total energy belongs to which entry?
Answer: C2H6N4O

Question: Among the records above, which one has the lowest calculated total energy?
Answer: C32H27Cl2F17IN2O3P